{"formula": "C41H81BCl34F3O2", "method": "ωB97M-V/def2-TZVPD", "symbols": ["C", "C", "C", "C", "C", "C", "C", "C", "C", "C", "C", "C", "C", "C", "C", "C", "B", "C", "C", "O", "C", "O", "C", "C", "C", "C", "C", "F", "F", "F", "H", "H", "H", "H", "H", "H", "H", "H", "H", "H", "H", "H", "H", "H", "H", "H", "H", "H", "H", "H", "H", "H", "H", "H", "H", "H", "H", "H", "H", "H", "H", "H", "H", "H", "H", "H", "H", "H", "H", "H", "H", "H", "H", "H", "H", "H", "H", "C", "Cl", "Cl", "H", "H", "C", "Cl", "Cl", "H", "H", "C", "Cl", "Cl", "H", "H", "C", "Cl", "Cl", "H", "H", "C", "Cl", "Cl", "H", "H", "C", "Cl", "Cl", "H", "H", "C", "Cl", "Cl", "H", "H", "C", "Cl", "Cl", "H", "H", "C", "Cl", "Cl", "H", "H", "C", "Cl", "Cl", "H", "H", "C", "Cl", "Cl", "H", "H", "C", "Cl", "Cl", "H", "H", "C", "Cl", "Cl", "H", "H", "C", "Cl", "Cl", "H", "H", "C", "Cl", "Cl", "H", "H", "C", "Cl", "Cl", "H", "H", "C", "Cl", "Cl", "H", "H"], "positions_angstrom": [[11.3692, -1.3782, -1.0244], [10.1906, -1.9124, -1.8735], [9.2579, -0.7766, -2.3593], [8.0000, -0.5926, -1.4447], [7.0376, 0.4001, -2.2115], [5.7480, 0.6498, -1.3746], [5.7649, 2.1220, -0.9253], [4.4408, 2.6017, -0.2768], [3.2354, 2.6115, -1.2406], [2.4625, 3.9457, -1.1781], [1.0641, 3.9149, -1.8539], [0.9390, 2.8646, -2.9591], [-0.1893, 3.1183, -3.9656], [-1.5345, 3.5279, -3.3350], [-2.1648, 2.4234, -2.4712], [-3.2345, 1.5510, -3.1329], [-4.1849, 0.7655, -2.0605], [-3.3279, -0.0217, -0.8634], [-2.9540, 0.8965, 0.3090], [-2.8968, 0.2474, 1.6141], [-2.2931, -0.9602, 1.5600], [-1.2291, -1.1551, 1.0445], [-3.0469, -2.0961, 2.2480], [-2.4651, -2.2187, 3.6949], [-5.2266, -0.3025, -2.7544], [-4.5941, -1.6668, -3.0578], [-5.5260, -2.6342, -3.8199], [-5.7585, -3.7611, -3.0926], [-4.9387, -3.0921, -4.9533], [-6.7319, -2.1013, -4.0949], [12.0391, -2.2194, -0.8295], [10.9596, -0.9692, -0.0968], [11.9333, -0.5678, -1.5148], [9.6242, -2.6086, -1.2477], [10.5363, -2.4631, -2.7518], [8.8913, -1.0150, -3.3611], [9.7776, 0.1820, -2.3800], [7.5368, -1.5573, -1.2315], [8.3158, -0.1039, -0.5194], [7.6229, 1.3125, -2.3494], [6.8367, -0.0268, -3.2073], [5.6914, -0.0238, -0.5159], [4.8546, 0.4980, -1.9900], [6.5802, 2.2656, -0.2063], [5.9502, 2.7908, -1.7738], [4.6346, 3.6090, 0.0978], [4.2463, 1.9190, 0.5550], [2.6044, 1.7479, -1.0211], [3.6090, 2.4509, -2.2588], [3.0989, 4.6970, -1.6554], [2.3960, 4.2203, -0.1263], [0.8709, 4.9368, -2.1915], [0.3443, 3.6807, -1.0621], [0.8364, 1.8873, -2.4869], [1.8739, 2.8707, -3.5325], [0.0752, 3.8309, -4.7543], [-0.3557, 2.1620, -4.4816], [-2.2133, 3.7327, -4.1753], [-1.4129, 4.4746, -2.7975], [-1.4200, 1.7424, -2.0377], [-2.6283, 2.9341, -1.6159], [-3.8753, 2.2138, -3.7285], [-2.8106, 0.8296, -3.8558], [-4.8723, 1.6002, -1.4690], [-4.0050, -0.8006, -0.4741], [-2.4377, -0.4602, -1.3327], [-1.9808, 1.3466, 0.0908], [-3.6701, 1.7187, 0.3143], [-2.9579, -3.0143, 1.6785], [-4.0926, -1.7967, 2.3525], [-3.2557, -2.4939, 4.3856], [-1.7041, -2.9994, 3.6596], [-2.0490, -1.2592, 4.0041], [-5.7230, 0.0954, -3.6486], [-6.0297, -0.4809, -2.0204], [-3.6998, -1.5926, -3.6789], [-4.3184, -2.2143, -2.1560], [9.8062, 2.5989, 1.6533], [8.4610, 1.6968, 2.3624], [9.6558, 2.7035, -0.1019], [9.8096, 3.6006, 2.0665], [10.7346, 2.0931, 1.8946], [-5.4365, 5.2061, -4.2745], [-5.5853, 4.1556, -2.8713], [-3.8855, 5.0165, -5.1262], [-6.2344, 4.9725, -4.9697], [-5.5203, 6.2350, -3.9445], [-3.0584, 2.2468, 3.5369], [-4.5641, 3.1082, 3.1799], [-1.6488, 3.1337, 2.9349], [-2.9673, 2.1465, 4.6115], [-3.0915, 1.2646, 3.0547], [12.2113, 2.3123, -3.3599], [12.3318, 1.4627, -1.8135], [10.5923, 2.9749, -3.6164], [12.9262, 3.1265, -3.3684], [12.4327, 1.6136, -4.1580], [-9.0716, 1.8673, -2.6660], [-10.7942, 2.2740, -2.5228], [-8.0964, 2.7006, -1.4616], [-8.9540, 0.7987, -2.5310], [-8.7278, 2.1566, -3.6522], [4.9876, -2.9296, -3.0782], [5.0479, -4.1788, -1.8342], [6.5787, -2.6789, -3.8026], [4.2999, -3.2404, -3.8562], [4.6467, -2.0021, -2.6315], [-6.3853, -2.0852, 5.5156], [-6.2695, -3.6582, 6.3223], [-4.9412, -1.1039, 5.7928], [-6.4993, -2.2466, 4.4494], [-7.2476, -1.5591, 5.9079], [9.4642, -1.9747, 3.6791], [10.8948, -0.9869, 4.0167], [8.9014, -1.7610, 2.0218], [9.7187, -3.0168, 3.8302], [8.6714, -1.6820, 4.3573], [-9.1865, -1.9793, 8.5056], [-10.3780, -3.0007, 9.3194], [-9.4697, -1.9075, 6.7632], [-9.2518, -0.9769, 8.9112], [-8.1980, -2.3890, 8.6811], [2.0953, 1.6761, 3.1135], [3.4099, 2.8044, 3.4870], [1.5146, 1.8674, 1.4603], [2.4601, 0.6634, 3.2395], [1.2727, 1.8636, 3.7944], [0.9694, -4.1971, -1.5685], [2.0682, -2.8641, -1.1782], [1.8416, -5.6600, -2.0606], [0.3771, -4.4238, -0.6928], [0.3245, -3.8879, -2.3828], [-8.1270, -4.8576, -5.1108], [-9.2360, -5.8952, -4.2012], [-8.4659, -4.9186, -6.8474], [-8.2325, -3.8378, -4.7659], [-7.1140, -5.2013, -4.9431], [-1.6733, 0.3656, 7.4375], [-3.1531, 1.2633, 7.0783], [-0.2403, 1.2041, 6.8323], [-1.5861, 0.2541, 8.5115], [-1.7347, -0.6082, 6.9644], [-2.7537, -6.4558, 2.7084], [-4.2980, -5.6669, 2.3658], [-1.3995, -5.5940, 1.9692], [-2.6072, -6.4816, 3.7817], [-2.7829, -7.4634, 2.3114], [3.3159, 7.6859, 0.0960], [1.7703, 6.8304, 0.1844], [4.6946, 6.5875, -0.0407], [3.3032, 8.3349, -0.7715], [3.4360, 8.2740, 0.9980], [-1.9377, -4.7813, -4.9302], [-0.4449, -5.4238, -5.6352], [-1.6058, -3.6316, -3.6348], [-2.5021, -4.2771, -5.7054], [-2.5140, -5.6045, -4.5256], [-14.0792, -3.6104, 10.6925], [-13.8748, -2.3152, 11.8781], [-14.8139, -5.0433, 11.4227], [-14.7200, -3.2568, 9.8940], [-13.1077, -3.8789, 10.2959]], "atomic_forces_ev_per_a": [[-0.3, -0.4, -0.6], [0.2, 0.9, 0.0], [-0.8, -0.8, 1.1], [0.5, 1.2, -1.8], [0.2, -1.6, 1.2], [0.6, 1.2, -1.0], [-0.9, 0.0, 0.5], [0.7, -0.5, -0.4], [0.5, 0.1, 0.1], [0.2, -0.9, -0.4], [0.6, -0.1, 0.8], [0.3, 0.9, -0.5], [-0.6, -0.6, 0.3], [0.4, -0.5, -0.9], [-0.2, 0.2, 0.3], [-0.3, -0.1, -0.2], [0.0, 0.1, 0.3], [-0.4, 0.4, 0.1], [0.8, 0.4, -1.8], [-0.5, -1.0, -0.6], [-0.1, -1.0, -0.1], [0.4, 0.2, -0.2], [-0.1, 1.4, 1.1], [-0.2, -0.5, -1.0], [0.1, -0.3, 0.5], [-0.7, -0.2, -0.8], [1.2, 0.6, 1.4], [-0.4, -0.2, 0.0], [-0.6, 0.1, -0.5], [0.1, -0.5, -0.6], [0.1, 0.2, 0.4], [0.2, -0.1, 0.1], [-0.5, -1.2, 0.2], [0.0, -0.1, -0.2], [0.2, -0.1, 0.2], [0.1, 0.2, 0.0], [0.1, 0.0, -0.2], [-0.1, 0.1, 0.0], [-0.1, -0.2, 0.2], [-0.3, 0.1, 0.0], [0.0, 0.2, 0.4], [0.0, 0.0, 0.0], [0.0, -0.1, 0.1], [0.0, 0.0, -0.1], [0.2, -0.2, -0.1], [-0.2, -0.1, 0.2], [-0.1, 0.3, 0.2], [-0.1, 0.1, 0.0], [-0.1, 0.0, 0.0], [0.0, 0.0, 0.0], [-0.2, 0.1, 0.0], [-0.3, -0.2, -0.2], [-0.2, 0.1, -0.2], [0.0, 0.0, -0.2], [0.0, -0.2, 0.1], [0.3, 0.1, 0.3], [0.0, 0.1, -0.1], [0.4, -0.2, 0.6], [0.0, -0.1, 0.1], [0.2, 0.3, 0.0], [-0.1, -0.2, 0.0], [0.0, -0.1, -0.1], [0.3, 0.2, 0.1], [-0.2, 0.2, 0.0], [0.2, -0.1, 0.0], [0.0, -0.3, 0.4], [0.0, 0.0, 0.3], [-0.2, -0.2, 0.8], [0.1, 0.0, 0.0], [0.0, -0.2, -0.3], [0.2, -0.2, 0.1], [0.2, 0.2, 0.4], [0.1, -0.1, 0.2], [0.2, 0.0, 0.0], [0.0, 0.0, -0.1], [0.0, 0.2, 0.1], [0.1, 0.2, 0.1], [0.0, 0.0, 0.1], [0.0, 0.1, 0.1], [0.0, 0.1, 0.0], [-0.1, 0.0, 0.0], [-0.1, -0.1, 0.0], [-0.1, 0.1, 0.0], [0.2, 0.1, -0.2], [-0.6, 0.3, -0.2], [0.0, -0.1, 0.0], [0.1, 0.0, 0.0], [0.0, -0.2, 0.3], [-0.1, 0.0, 0.0], [0.1, -0.1, 0.0], [0.0, 0.2, 0.0], [0.0, 0.7, 0.2], [0.1, 0.1, 0.0], [0.4, 1.0, -0.4], [0.0, 0.0, 0.0], [-0.1, 0.0, 0.1], [-0.1, -0.1, 0.0], [0.2, 0.0, 0.0], [-0.1, 0.0, -0.1], [-0.2, -0.2, 0.1], [0.0, 0.0, 0.1], [0.0, 0.1, 0.0], [-0.2, 0.0, 0.0], [0.2, -0.1, 0.0], [0.1, -0.1, -0.2], [0.0, -0.1, 0.0], [0.1, 0.0, 0.1], [0.1, 0.1, -0.2], [-0.1, 0.0, 0.0], [-0.3, 0.1, 0.1], [0.1, -0.1, 0.0], [0.2, 0.0, 0.0], [-0.1, 0.0, 0.0], [0.0, 0.0, 0.1], [0.0, -0.2, 0.0], [0.1, 0.0, -0.1], [0.0, 0.1, 0.0], [0.1, 0.1, 0.0], [0.0, 0.0, 0.1], [-0.3, 0.0, 0.1], [-0.1, 0.0, 0.0], [0.0, -0.1, -0.1], [-0.2, -0.1, 0.0], [0.0, 0.0, 0.1], [-0.1, -0.1, 0.2], [0.1, 0.0, -0.1], [0.0, 0.1, 0.0], [0.0, 0.2, 0.0], [-0.3, 0.1, 0.1], [-0.1, 0.0, 0.0], [0.0, 0.0, 0.1], [0.3, -0.1, 0.1], [0.1, 0.0, 0.0], [0.0, 0.0, 0.1], [0.0, 0.0, 0.0], [-0.1, 0.0, 0.0], [0.0, -0.1, 0.0], [0.0, -0.1, 0.0], [0.1, 0.1, 0.2], [0.0, 0.0, 0.0], [0.0, 0.1, 0.0], [0.0, 0.0, -0.1], [0.0, -0.1, 0.0], [0.0, 0.0, 0.0], [0.0, 0.0, 0.0], [0.0, 0.1, 0.0], [0.0, 0.0, -0.1], [-0.1, 0.1, 0.0], [0.0, 0.3, 0.1], [0.1, 0.1, 0.0], [0.0, -0.1, -0.1], [0.0, -0.1, 0.1], [-0.1, 0.0, -0.1], [0.0, 0.0, 0.0], [-0.3, 0.1, -0.2], [0.1, 0.1, 0.0], [0.1, 0.0, 0.1], [0.0, 0.0, 0.0], [0.0, 0.0, -0.1], [0.0, 0.0, -0.1], [-0.1, 0.0, 0.1], [0.0, 0.0, 0.1]], "charge": -1, "homo_lumo_gap_ev": 7.10}